Record 1
Here is a structure of composition C21H22N2Ti at a distorted geometry from the OMol25 dataset. Energies are from ωB97M-V/def2-TZVPD.

Spin multiplicity   3
LUMO (spin up / spin down)   0.18 / -0.45 eV
HOMO-LUMO gap (spin up / spin down)   5.92 / 7.75 eV
⟨S²⟩   2.023
HOMO level (spin up / spin down)   -5.74 / -8.19 eV

Geometry (Å):
C1 -0.38 -4.22 0.18
C2 0.41 -3.97 1.39
H1 -1.29 -4.72 0.42
H2 0.20 -4.71 -0.61
H3 -0.70 -3.24 -0.23
H4 1.33 -3.41 1.15
H5 -0.02 -3.29 2.13
H6 0.90 -4.82 1.84
C3 -0.36 0.89 -3.16
C4 -0.36 1.50 -4.41
C5 0.49 2.60 -4.59
C6 1.32 3.06 -3.54
H7 -0.85 -0.07 -2.99
H8 -0.99 1.13 -5.22
H9 0.54 3.12 -5.55
H10 2.08 3.83 -3.71
N1 0.28 1.47 -2.12
C7 1.18 2.52 -2.25
C8 2.05 2.86 -1.10
N2 1.83 2.20 0.10
C9 2.74 2.07 1.11
C10 4.05 3.69 -0.04
C11 3.87 2.87 1.08
H11 2.54 1.32 1.89
H12 4.60 2.82 1.88
C12 3.18 3.68 -1.13
H13 3.38 4.26 -2.02
H14 4.89 4.36 -0.06
Ti1 0.79 0.60 -0.47
C13 2.24 -0.62 -1.17
H15 3.23 -0.18 -0.94
H16 2.18 -0.68 -2.27
H17 2.24 -1.65 -0.78
C14 -0.59 -0.23 0.69
C15 -1.59 -0.61 1.36
C16 -2.77 -0.93 2.11
C17 -3.19 -2.29 2.29
C18 -4.31 -2.61 3.09
C19 -5.05 -1.59 3.68
C20 -4.71 -0.23 3.50
C21 -3.60 0.09 2.70
H18 -2.63 -3.09 1.78
H19 -4.58 -3.66 3.23
H20 -5.90 -1.85 4.29
H21 -5.29 0.58 3.95
H22 -3.36 1.15 2.53

Computed natural (NBO) charges, given in elementary charges: C -0.61; C -0.62; H 0.20; H 0.21; H 0.21; H 0.20; H 0.22; H 0.20; C 0.07; C -0.29; C -0.19; C -0.20; H 0.22; H 0.23; H 0.22; H 0.22; N -0.60; C 0.10; C 0.12; N -0.60; C 0.06; C -0.18; C -0.29; H 0.22; H 0.23; C -0.20; H 0.22; H 0.22; Ti 1.52; C -1.18; H 0.22; H 0.22; H 0.23; C -0.51; C -0.01; C -0.14; C -0.18; C -0.21; C -0.22; C -0.22; C -0.18; H 0.22; H 0.22; H 0.21; H 0.22; H 0.22

---

Record 2
Here is a structure of composition C21H22N4O2S3Zr from the OMol25 dataset. Energies are from ωB97M-V/def2-TZVPD.

LUMO   -7.54 eV
HOMO-LUMO gap   6.53 eV
Total charge   +2
HOMO level   -14.07 eV

Geometry (Å):
Zr1 0.41 -0.21 0.09
C1 -5.56 -0.12 0.25
S1 -4.38 -1.47 0.11
C2 -2.88 -0.64 0.03
S2 -1.50 -1.77 -0.02
N1 -2.80 0.65 0.01
N2 -1.50 1.09 -0.07
C3 -1.34 2.36 -0.14
C4 0.01 2.89 -0.34
C5 0.23 4.21 -0.69
C6 1.52 4.61 -1.00
C7 2.55 3.68 -0.97
C8 2.26 2.37 -0.62
N3 1.02 1.98 -0.30
H1 -6.52 -0.60 0.42
H2 -5.59 0.46 -0.67
H3 -5.32 0.51 1.10
H4 -2.19 3.03 -0.13
H5 -0.60 4.90 -0.73
H6 1.72 5.64 -1.27
H7 3.56 3.95 -1.22
H8 3.03 1.62 -0.59
C9 5.32 -5.49 -3.83
C10 4.51 -4.47 -3.11
C11 4.38 -4.50 -1.72
C12 3.62 -3.57 -1.04
C13 3.54 -3.72 0.46
C14 2.94 -2.57 -1.79
C15 3.05 -2.53 -3.21
C16 2.39 -1.50 -4.09
C17 3.84 -3.48 -3.82
C18 2.14 -1.61 -1.10
O1 2.14 -1.44 0.19
O2 1.28 -0.81 -1.69
H9 5.91 -6.09 -3.14
H10 6.00 -5.02 -4.54
H11 4.67 -6.16 -4.39
H12 4.89 -5.27 -1.17
H13 4.00 -4.66 0.75
H14 2.51 -3.71 0.82
H15 4.06 -2.90 0.96
H16 2.56 -0.48 -3.74
H17 1.31 -1.66 -4.13
H18 2.79 -1.59 -5.10
H19 3.95 -3.45 -4.90
S3 2.59 -0.43 3.99
C19 1.49 -1.73 3.87
C20 0.51 -1.44 2.98
N4 0.62 -0.19 2.39
C21 1.70 0.43 2.86
H20 1.60 -2.63 4.46
H21 -0.34 -2.06 2.74
H22 1.96 1.44 2.56

Computed natural (NBO) charges, given in elementary charges: Zr 2.23; C -0.75; S 0.44; C -0.04; S -0.18; N -0.36; N -0.39; C 0.13; C 0.15; C -0.18; C -0.08; C -0.22; C 0.10; N -0.60; H 0.26; H 0.25; H 0.24; H 0.24; H 0.26; H 0.26; H 0.26; H 0.23; C -0.65; C 0.13; C -0.24; C 0.11; C -0.64; C -0.22; C 0.11; C -0.64; C -0.24; C 0.78; O -0.78; O -0.77; H 0.23; H 0.24; H 0.25; H 0.23; H 0.23; H 0.22; H 0.23; H 0.22; H 0.24; H 0.23; H 0.23; S 0.63; C -0.41; C -0.04; N -0.61; C -0.16; H 0.29; H 0.26; H 0.25

---

Record 3
Here is a structure of composition C21H23AuCl3N4O2SSbSe4 at a distorted geometry from the OMol25 dataset. Energies are from ωB97M-V/def2-TZVPD.

LUMO   -0.13 eV
HOMO-LUMO gap   6.72 eV
HOMO level   -6.85 eV

Geometry (Å):
Au1 -0.83 -0.10 0.08
Se1 2.06 -0.34 4.07
Sb1 0.18 1.13 4.31
Se2 -1.60 -0.07 2.57
Se3 -2.29 1.66 1.22
Se4 -1.93 -0.13 4.88
Cl1 -0.27 9.94 -5.92
C1 -0.57 8.33 -5.34
C2 -1.35 7.46 -6.08
C3 -1.59 6.19 -5.59
C4 -1.07 5.77 -4.38
C5 -1.35 4.38 -3.86
C6 -0.26 3.41 -4.30
N1 -0.45 2.12 -3.67
C7 -0.99 0.99 -4.22
C8 -1.06 0.07 -3.22
N2 -0.57 0.62 -2.07
C9 -0.22 1.85 -2.37
O1 -2.59 3.88 -4.34
C10 -3.64 3.98 -3.37
C11 -3.82 5.39 -2.88
C12 -3.40 5.85 -1.67
Cl2 -2.69 4.93 -0.40
S1 -3.64 7.54 -1.48
C13 -4.32 7.65 -3.04
C14 -4.36 6.45 -3.67
C15 -0.26 6.66 -3.67
Cl3 0.47 6.18 -2.17
C16 -0.01 7.94 -4.13
H1 -1.77 7.79 -7.02
H2 -2.23 5.51 -6.14
H3 -1.35 4.39 -2.77
H4 0.72 3.80 -4.01
H5 -0.28 3.28 -5.38
H6 -1.29 0.95 -5.26
H7 -1.43 -0.94 -3.25
H8 0.20 2.57 -1.68
H9 -3.43 3.32 -2.53
H10 -4.53 3.62 -3.88
H11 -4.66 8.60 -3.41
H12 -4.75 6.30 -4.66
H13 0.61 8.62 -3.56
N3 -0.83 -4.39 -0.86
C17 -2.05 -4.32 -0.24
C18 -2.20 -3.01 0.11
N4 -1.09 -2.30 -0.30
C19 -0.28 -3.16 -0.87
H14 -0.39 -5.23 -1.22
H15 -2.68 -5.17 -0.10
H16 -3.01 -2.53 0.63
H17 0.69 -2.94 -1.27
C20 2.00 2.49 0.72
C21 2.42 1.15 0.14
O2 1.65 0.07 0.66
H18 2.46 3.32 0.17
H19 2.30 2.56 1.77
H20 0.91 2.60 0.68
H21 3.48 0.97 0.32
H22 2.26 1.13 -0.95
H23 1.81 0.01 1.63

Computed natural (NBO) charges, given in elementary charges: Au 0.78; Se -0.78; Sb 0.78; Se -0.02; Se -0.48; Se -0.39; Cl 0.02; C -0.02; C -0.25; C -0.12; C -0.10; C 0.06; C -0.22; N -0.33; C -0.07; C -0.09; N -0.55; C 0.19; O -0.54; C -0.08; C -0.15; C -0.25; Cl 0.07; S 0.48; C -0.41; C -0.24; C 0.00; Cl 0.01; C -0.25; H 0.23; H 0.23; H 0.21; H 0.22; H 0.22; H 0.23; H 0.22; H 0.22; H 0.20; H 0.21; H 0.24; H 0.23; H 0.25; N -0.50; C -0.10; C -0.08; N -0.56; C 0.19; H 0.43; H 0.23; H 0.23; H 0.22; C -0.65; C -0.06; O -0.79; H 0.21; H 0.22; H 0.22; H 0.17; H 0.17; H 0.51

---

Listing calculated total energy for the structures above in their given order: -48225.2678 -65965.4585 -352224.2648 eV.
Listing ΔE to the lowest compared entry with this formula, charge and spin for the structures above in their given order: 21.4 0.0 24.0 kcal/mol.